1.
The following is a DFT calculation (ωB97M-V with the def2-TZVPD basis set) of one molecule with the formula C3H9NS.

As for the spin multiplicity: 1. Its energy relative to the best compared isomer or geometry (same formula, charge and spin) is 38.50 kJ/mol. Its largest force on an atom is 0.373 eV Å⁻¹. As for the structure (SMILES): CNCSC. The value obtained for the total energy is -572.6254 Ha. Its lowest unoccupied orbital energy is 1.027 eV.

Structure (XYZ):
```
14
Properties=species:S:1:pos:R:3:forces:R:3:mulliken_charge:R:1
N 0.7711 -0.0128 -0.7800 0.035 -0.131 -0.038 -0.3706
C 0.8640 -0.3079 0.6382 -0.072 -0.040 0.017 -0.6028
H -2.2177 1.4762 1.6536 0.100 0.022 0.079 0.3222
H 1.4423 0.4671 1.1357 0.186 0.080 -0.091 0.3827
H 1.3403 -1.2751 0.8409 -0.063 -0.083 0.092 0.3381
H 1.7078 0.1171 -1.1434 -0.017 0.131 0.056 0.2483
H -0.9448 -1.0850 -1.2812 -0.059 -0.151 0.115 0.3062
H -0.5094 2.0151 1.6767 -0.122 0.028 0.069 0.2478
S -0.7381 -0.3683 1.4736 -0.036 -0.026 -0.111 -0.0946
H -1.2948 1.5834 0.1530 0.027 -0.086 -0.143 0.2826
C -1.2317 1.3447 1.2090 0.014 0.049 0.062 -0.8079
H 0.5433 -2.0659 -1.4207 -0.089 0.117 0.199 0.3062
C 0.1083 -1.0597 -1.5448 0.034 -0.035 -0.370 -0.8947
H 0.1592 -0.8288 -2.6105 0.062 0.123 0.064 0.3364
```
Forces are in eV/Å.

***

2.
The following is a DFT calculation (ωB97M-V with the def2-TZVPD basis set) of one molecule with the formula C4H6N2 at a distorted geometry.

As for the spin multiplicity: 1. Its energy relative to the best compared isomer or geometry (same formula, charge and spin) is 214.52 kJ/mol. Its largest force on an atom is 4.654 eV Å⁻¹. As for the structure (SMILES): CC1N=CC=N1. The value obtained for the total energy is -265.4539 Ha. Its lowest unoccupied orbital energy is 0.406 eV.

Structure (XYZ):
```
12
Properties=species:S:1:pos:R:3:forces:R:3:mulliken_charge:R:1
C -1.5763 -0.9215 -0.1877 3.410 2.614 0.202 -0.1593
N -0.5987 1.1770 0.2458 0.821 -2.322 -0.948 -0.5134
H -2.4506 1.1724 -0.6204 -0.859 0.473 -0.270 0.4305
N -0.3879 -1.2287 0.2024 -0.742 -2.174 -0.945 -0.4942
H 2.5927 -0.3902 0.1280 -0.339 0.187 0.354 0.3038
H 1.6999 -0.0025 -1.2445 -0.059 1.417 -0.549 0.3049
C 0.4490 -0.1569 0.4816 -2.421 3.298 2.219 0.2803
H -2.3002 -1.6203 -0.4848 -0.892 -0.872 -0.144 0.4170
C 1.7613 0.2579 -0.1962 -0.628 -2.016 1.548 -1.0478
H 0.5949 -0.1171 1.6186 -0.170 -0.161 -1.429 0.2803
H 1.8416 1.2216 0.3306 0.641 0.194 -1.605 0.3229
C -1.6257 0.6084 -0.2734 1.238 -0.638 1.567 -0.1252
```
Forces are in eV/Å.

***

Number 1: molar mass 91.18 g/mol, orbital gap 9.62 eV. Number 2: molar mass 82.11 g/mol, orbital gap 10.11 eV.